(1)
{"formula": "C4H10NS2", "method": "the ωB97M-V functional and the def2-TZVPD basis", "species": ["C", "C", "C", "C", "N", "S", "S", "H", "H", "H", "H", "H", "H", "H", "H", "H", "H"], "xyz": [[-0.210627, 0.604063, -0.330481], [-2.495580, 1.327834, -0.529147], [-1.634347, -0.259283, 1.242032], [3.650153, -1.477695, -0.390235], [-1.433547, 0.616864, 0.149157], [1.023965, -0.199707, 0.473828], [2.835391, 0.174873, -0.315076], [-0.017659, 1.021708, -1.335693], [-3.350801, 0.867502, -1.014298], [-2.129731, 1.979382, -1.290186], [-2.978049, 2.056170, 0.272647], [-1.203646, -1.242928, 0.961059], [-2.695439, -0.435141, 1.292614], [-1.138307, 0.156846, 2.099952], [3.461087, -1.903366, -1.341203], [3.583187, -1.982760, 0.529404], [4.733949, -1.304362, -0.474374]], "forces_ev_per_a": [[-0.3, 0.4, -1.9], [-1.9, 2.9, 2.1], [-0.9, -1.4, -0.1], [1.0, 1.8, -0.7], [1.7, -0.1, -2.3], [-0.4, -1.0, 1.5], [1.2, 0.5, -0.7], [-0.1, 0.2, 0.8], [0.3, -1.3, 0.4], [0.8, 0.4, -0.4], [0.9, -1.4, -1.5], [-0.1, 0.4, 0.5], [-0.4, 0.2, 0.8], [-0.2, -0.1, 0.8], [-0.9, -1.1, -0.4], [-0.8, -1.1, 0.8], [-0.2, 0.8, 0.2]], "lowdin_charge": [-0.4141, -0.0141, -0.0752, -0.3769, -0.2514, 0.6900, 0.5385, 0.1319, 0.1040, 0.0831, 0.1564, 0.0959, 0.1123, 0.1030, 0.0288, 0.0270, 0.0607], "energy_ev": -27462.8844, "spin_multiplicity": 1, "orbital_gap_ev": 8.788, "smiles": "CSSC=[N+](C)C", "total_charge": 1}



(2)
{"formula": "C29H39N3OZr", "method": "the ωB97M-V functional and the def2-TZVPD basis", "species": ["Zr", "C", "C", "C", "C", "C", "C", "C", "C", "C", "C", "C", "C", "C", "C", "C", "C", "C", "H", "H", "H", "H", "H", "H", "H", "H", "H", "H", "H", "H", "H", "H", "H", "H", "H", "H", "H", "H", "H", "H", "H", "H", "H", "H", "H", "H", "H", "O", "C", "N", "C", "C", "C", "C", "C", "C", "N", "C", "C", "C", "C", "C", "N", "H", "H", "H", "H", "H", "H", "H", "H", "H", "H"], "xyz": [[0.767763, -0.089220, 0.189390], [-1.292649, 0.869957, 0.917138], [-1.490746, -0.528426, 0.631926], [-1.301144, -0.694561, -0.800105], [-0.989493, 0.609041, -1.323608], [-1.045027, 1.576750, -0.291030], [-1.210462, 3.069986, -0.472768], [-2.731276, 3.316175, -0.505260], [-0.633533, 3.563646, -1.804718], [-0.584960, 3.834233, 0.699023], [-1.546329, -1.843668, -1.788239], [-3.056929, -2.027270, -2.003352], [-0.892691, -3.161412, -1.345812], [-0.952889, -1.487880, -3.166678], [-1.886398, -1.494408, 1.757062], [-1.991982, -0.737284, 3.092762], [-3.258507, -2.128221, 1.477593], [-0.818307, -2.592712, 1.974069], [-1.517697, 1.365703, 1.851454], [-0.950166, 0.870708, -2.370526], [-3.186997, 2.763639, -1.322547], [-2.931600, 4.372123, -0.655751], [-3.201268, 3.004985, 0.422645], [-1.179433, 3.146958, -2.648075], [0.419822, 3.311335, -1.915912], [-0.731822, 4.645356, -1.859324], [-1.135306, 3.658991, 1.619104], [-0.616996, 4.901804, 0.504158], [0.453704, 3.541562, 0.854794], [-3.559130, -2.387421, -1.114764], [-3.228902, -2.741547, -2.803835], [-3.510985, -1.081479, -2.286472], [-1.418853, -3.618327, -0.513560], [0.168830, -3.004971, -1.082488], [-0.929240, -3.874140, -2.167623], [-1.512158, -0.687463, -3.644016], [-1.033326, -2.352615, -3.822630], [0.100709, -1.201204, -3.102949], [-2.801256, -0.012529, 3.082658], [-1.054994, -0.231976, 3.351681], [-2.212491, -1.454629, 3.878496], [-3.945936, -1.389054, 1.073847], [-3.681892, -2.513360, 2.402041], [-3.179198, -2.959830, 0.784951], [-0.187670, -2.333115, 2.826477], [-0.191629, -2.753360, 1.087850], [-1.307045, -3.533250, 2.221705], [3.497380, 2.299756, 2.044273], [2.612302, 1.533617, 1.727398], [1.912478, 1.538823, 0.573804], [2.563060, 2.159171, -0.567148], [2.737414, 1.133856, -1.665962], [3.443015, 1.444537, -2.826229], [3.648050, 0.466079, -3.785701], [3.164116, -0.817075, -3.545408], [2.462829, -1.054742, -2.380242], [2.215401, -0.098133, -1.462198], [2.339118, 0.303554, 2.582128], [2.761474, 0.259712, 3.904155], [2.844293, -0.965395, 4.546621], [2.613006, -2.114270, 3.798062], [2.202055, -1.996311, 2.481671], [2.002714, -0.809777, 1.881758], [1.994566, 3.026395, -0.938912], [3.545535, 2.546503, -0.247345], [3.824645, 2.445871, -2.962272], [4.187277, 0.688604, -4.694387], [3.328139, -1.613666, -4.253109], [2.106002, -2.059878, -2.156194], [3.041748, 1.186336, 4.379690], [3.126192, -1.032404, 5.585088], [2.744003, -3.095272, 4.222474], [2.061670, -2.883515, 1.869205]], "forces_ev_per_a": [[1.0, -0.8, 0.4], [-0.8, -0.2, -0.9], [-1.0, 0.5, -0.1], [-0.8, 0.4, -0.1], [-0.8, 0.2, 0.5], [-0.5, -0.3, -0.2], [0.3, 0.2, 0.0], [0.2, -0.2, 0.0], [0.0, -0.2, 0.2], [0.0, -0.1, -0.2], [0.3, -0.3, -0.2], [0.2, 0.1, 0.2], [-0.2, 0.2, -0.1], [0.0, 0.0, 0.2], [0.2, -0.1, 0.2], [0.0, 0.0, -0.2], [0.2, 0.1, -0.2], [-0.1, 0.2, 0.1], [0.4, -0.2, 0.1], [0.3, -0.2, 0.1], [-0.1, -0.1, -0.1], [0.0, 0.2, 0.0], [-0.1, 0.0, 0.2], [0.0, 0.0, -0.1], [0.0, 0.0, -0.1], [0.0, 0.1, 0.0], [0.0, 0.0, 0.2], [0.0, 0.1, 0.0], [0.0, 0.1, 0.0], [-0.1, 0.0, 0.1], [0.0, -0.1, -0.1], [-0.1, 0.1, -0.1], [0.1, 0.0, 0.2], [-0.1, -0.2, 0.0], [0.1, 0.0, 0.0], [0.0, 0.1, -0.1], [0.0, -0.1, 0.0], [-0.1, 0.0, -0.1], [-0.1, 0.1, 0.0], [-0.1, 0.0, 0.0], [0.0, -0.1, 0.1], [-0.1, 0.0, 0.0], [0.0, -0.1, 0.1], [0.0, -0.1, -0.1], [0.0, -0.1, -0.2], [0.0, -0.2, 0.1], [0.1, -0.2, -0.1], [-0.5, -0.4, -0.1], [0.6, 0.3, 1.1], [0.3, 0.4, -0.7], [0.0, 0.7, -0.1], [0.3, 0.4, -0.3], [-0.2, -0.2, 0.1], [-0.2, 0.1, 0.3], [-0.1, 0.0, 0.3], [0.2, -0.4, -0.4], [0.5, 0.3, -0.8], [0.8, 0.2, 0.5], [-0.3, 0.1, -0.4], [-0.1, -0.1, -0.3], [-0.1, 0.1, -0.2], [0.1, -0.4, 0.1], [0.5, -0.2, 0.8], [0.2, -0.3, 0.1], [-0.3, -0.1, -0.2], [0.0, 0.1, 0.0], [0.0, 0.0, 0.0], [0.0, -0.1, 0.0], [-0.1, 0.2, -0.1], [0.1, 0.1, 0.1], [0.1, 0.0, 0.1], [0.0, -0.1, 0.0], [-0.2, 0.1, 0.2]], "lowdin_charge": [1.9104, -0.0844, -0.2222, -0.2168, -0.0827, -0.2496, -0.5394, -0.0114, -0.0263, -0.0214, -0.5201, -0.0065, -0.0275, -0.0452, -0.5097, -0.0475, -0.0191, -0.0391, 0.1311, 0.1270, 0.0957, 0.1020, 0.0925, 0.0903, 0.0604, 0.1026, 0.0881, 0.1000, 0.0682, 0.0634, 0.1037, 0.1021, 0.0774, 0.0696, 0.1017, 0.0938, 0.1025, 0.0584, 0.1016, 0.0833, 0.1032, 0.1035, 0.1010, 0.0696, 0.0653, 0.0440, 0.1097, 0.1412, -0.4708, -0.1543, -0.1157, -0.2121, 0.0319, 0.0154, -0.0073, -0.1107, -0.0493, -0.1631, 0.0491, 0.0269, 0.0017, -0.1137, -0.0466, 0.1169, 0.1519, 0.1395, 0.1339, 0.1286, 0.1193, 0.1408, 0.1347, 0.1297, 0.1288], "energy_ev": -38492.1154, "spin_multiplicity": 1, "orbital_gap_ev": 7.392, "total_charge": 2}



(3)
{"formula": "C40H53N3O5PS3Zn", "method": "the ωB97M-V functional and the def2-TZVPD basis", "species": ["Zn", "C", "C", "N", "N", "C", "S", "S", "C", "C", "C", "C", "C", "C", "C", "C", "C", "C", "C", "C", "C", "O", "H", "H", "H", "H", "H", "H", "H", "H", "H", "H", "H", "H", "H", "H", "N", "C", "C", "C", "C", "C", "C", "S", "O", "O", "O", "H", "H", "H", "H", "H", "H", "O", "P", "C", "C", "C", "C", "C", "C", "C", "C", "C", "C", "C", "C", "C", "C", "C", "C", "C", "C", "H", "H", "H", "H", "H", "H", "H", "H", "H", "H", "H", "H", "H", "H", "H", "H", "H", "H", "H", "H", "H", "H", "H", "H", "H", "H", "H", "H", "H", "H", "H", "H", "H"], "xyz": [[0.546342, -1.643836, -0.674682], [-1.229944, -0.459809, -3.772587], [-1.175700, -1.730118, -2.978536], [-0.033561, -2.321929, -2.946873], [-0.045856, -3.671765, -2.633293], [0.967968, -4.107582, -1.981022], [2.184775, -3.168984, -1.148357], [1.078749, -5.877477, -1.942060], [1.280973, -6.161897, -0.165949], [0.154073, -5.643970, 0.696622], [0.439441, -5.212267, 1.987726], [-0.565853, -4.735875, 2.818791], [-1.875181, -4.688836, 2.364287], [-2.169494, -5.123047, 1.078302], [-1.163023, -5.595936, 0.250635], [-2.381101, -2.186586, -2.271764], [-3.624367, -2.207827, -2.908687], [-4.777879, -2.570689, -2.243022], [-4.691808, -2.882394, -0.884122], [-3.487517, -2.826504, -0.219270], [-2.284580, -2.491951, -0.882665], [-1.179332, -2.428395, -0.199180], [-0.238483, -0.225753, -4.150606], [-1.621140, 0.373815, -3.191968], [-1.900335, -0.607292, -4.624392], [2.228486, -5.729723, 0.153367], [1.367413, -7.248945, -0.092779], [1.457235, -5.253042, 2.356068], [-0.317712, -4.399797, 3.817959], [-2.661364, -4.307734, 3.004456], [-3.185859, -5.074548, 0.708196], [-1.391859, -5.901741, -0.762481], [-3.671681, -1.967248, -3.965456], [-5.724990, -2.614126, -2.764042], [-5.585423, -3.169901, -0.341453], [-3.418578, -3.055683, 0.836834], [0.838412, -1.561582, 1.586647], [2.000608, -1.722311, 2.419113], [2.753406, -2.886843, 2.378927], [3.860214, -3.023168, 3.204083], [4.233573, -2.000100, 4.068019], [3.503588, -0.823422, 4.077846], [2.393022, -0.685039, 3.257050], [5.535911, -2.262766, 5.277185], [4.833358, -2.924861, 6.366609], [6.005650, -0.922802, 5.597594], [6.505288, -3.102477, 4.592254], [0.309803, -0.761494, 1.905371], [0.209369, -2.362131, 1.649939], [2.473866, -3.667192, 1.683998], [4.465170, -3.920365, 3.177556], [3.816493, -0.025206, 4.738485], [1.822092, 0.237879, 3.279584], [0.007212, 0.317723, -0.697784], [0.318673, 1.782392, -0.483631], [0.584649, 2.000306, 1.316319], [-0.637727, 1.582265, 2.160947], [-1.541962, 2.750647, 2.550100], [-0.743285, 3.852654, 3.240454], [0.366125, 4.370893, 2.330454], [1.290976, 3.237876, 1.893935], [1.957977, 2.183939, -1.210531], [2.321036, 1.276735, -2.400693], [1.724355, 1.763484, -3.717838], [2.164970, 3.191734, -4.018430], [1.741667, 4.131136, -2.893466], [2.267810, 3.658592, -1.536469], [-1.052262, 2.711146, -1.235483], [-1.178479, 4.207301, -0.935974], [-2.159470, 4.845776, -1.931294], [-3.333023, 3.903780, -2.256430], [-3.586167, 2.945854, -1.096591], [-2.394530, 1.996232, -0.916479], [1.319516, 1.185890, 1.389046], [-0.267385, 1.128842, 3.086629], [-1.211578, 0.814375, 1.636741], [-2.329367, 2.382768, 3.210751], [-2.039225, 3.155150, 1.664410], [-0.294201, 3.442320, 4.151324], [-1.399601, 4.669902, 3.546205], [0.958205, 5.126909, 2.850686], [-0.071227, 4.863259, 1.460279], [1.832513, 2.891491, 2.780618], [2.051073, 3.606964, 1.205172], [2.605436, 1.885756, -0.376251], [2.026469, 0.245359, -2.204769], [3.411840, 1.280430, -2.490755], [0.633122, 1.722640, -3.666639], [2.024662, 1.091019, -4.523392], [1.747280, 3.531829, -4.968577], [3.255585, 3.216012, -4.118841], [0.651958, 4.202704, -2.879466], [2.117913, 5.139262, -3.083435], [1.909900, 4.321437, -0.746627], [3.357828, 3.758336, -1.546599], [-0.845417, 2.605656, -2.306463], [-0.217451, 4.719719, -0.979756], [-1.556911, 4.334165, 0.076342], [-1.629873, 5.110192, -2.850250], [-2.536792, 5.778937, -1.507035], [-3.109595, 3.317261, -3.152778], [-4.228444, 4.484722, -2.481581], [-4.489571, 2.359164, -1.267929], [-3.758386, 3.523919, -0.182907], [-2.508694, 1.134252, -1.569021], [-2.390782, 1.592171, 0.095500]], "forces_ev_per_a": [[0.0, 0.1, 0.6], [0.0, 0.0, 0.0], [0.0, 0.0, 0.1], [0.1, -0.1, -0.5], [0.0, 0.0, 0.1], [-0.1, 0.0, 0.1], [-0.1, 0.1, -0.2], [0.1, -0.1, -0.1], [0.0, 0.0, -0.1], [0.0, 0.0, 0.0], [0.0, -0.1, 0.1], [0.0, 0.0, 0.0], [0.0, -0.1, -0.1], [0.1, -0.4, 0.1], [0.0, 0.0, 0.0], [0.0, -0.1, 0.0], [0.1, 0.0, 0.0], [0.0, 0.0, 0.0], [0.0, 0.0, 0.0], [-0.1, 0.2, 0.0], [0.1, 0.2, -0.1], [-0.1, 0.1, 0.0], [0.0, 0.0, 0.0], [0.0, 0.0, 0.0], [0.0, 0.0, 0.0], [0.0, 0.0, 0.0], [0.0, 0.0, 0.1], [-0.1, -0.1, 0.0], [0.0, 0.0, 0.0], [0.0, 0.0, 0.0], [0.2, -0.2, 0.1], [0.0, 0.0, 0.0], [0.0, 0.0, 0.0], [0.0, 0.0, 0.0], [0.0, 0.0, 0.0], [-0.1, 0.3, -0.1], [0.0, -0.2, -0.1], [0.0, 0.2, 0.0], [0.1, 0.0, -0.1], [0.0, 0.1, 0.0], [-0.1, -0.1, 0.1], [0.0, 0.0, -0.1], [0.0, 0.0, 0.0], [0.1, 0.0, 0.0], [0.0, 0.0, 0.0], [0.0, 0.0, 0.0], [0.0, 0.0, 0.0], [-0.1, 0.0, 0.0], [0.0, -0.1, 0.1], [0.1, 0.1, 0.0], [0.0, 0.0, 0.0], [0.0, 0.0, 0.0], [-0.1, 0.0, 0.1], [0.1, 0.0, -0.2], [0.3, 0.0, -0.1], [-0.2, -0.1, 0.0], [0.0, 0.1, 0.0], [0.1, 0.0, 0.0], [0.0, 0.0, 0.0], [0.0, 0.0, 0.0], [0.0, 0.0, 0.0], [0.0, 0.0, 0.0], [-0.1, 0.0, 0.0], [0.1, 0.0, 0.0], [0.0, 0.0, 0.0], [0.1, -0.1, 0.0], [-0.1, 0.0, 0.0], [-0.1, 0.0, 0.1], [0.0, 0.0, -0.1], [0.0, 0.0, 0.0], [0.0, 0.0, 0.0], [0.0, 0.0, 0.0], [0.0, 0.1, 0.0], [0.0, 0.0, 0.0], [0.0, 0.0, 0.0], [0.0, -0.1, 0.1], [0.0, 0.0, 0.0], [0.0, 0.0, 0.0], [0.0, 0.0, 0.0], [0.0, 0.0, 0.0], [0.0, 0.0, 0.0], [0.0, 0.0, 0.0], [0.0, 0.0, 0.0], [0.0, 0.0, 0.0], [0.0, 0.0, 0.0], [0.0, 0.0, 0.0], [0.0, 0.0, 0.0], [0.0, 0.0, 0.0], [0.0, 0.0, 0.0], [0.0, 0.0, 0.0], [0.0, 0.0, 0.0], [0.0, 0.0, 0.0], [0.0, 0.0, 0.0], [0.0, 0.0, 0.0], [0.0, 0.0, 0.0], [0.0, 0.0, 0.0], [0.0, 0.0, 0.0], [0.0, 0.0, 0.0], [0.0, 0.0, 0.0], [0.0, 0.0, 0.0], [0.0, 0.0, 0.0], [0.0, 0.0, 0.0], [0.0, 0.0, 0.0], [0.0, 0.0, 0.0], [0.0, -0.1, 0.0], [0.0, 0.0, 0.0]], "lowdin_charge": [0.4751, -0.0160, -0.3060, 0.0017, -0.0614, -1.0826, 0.6278, 0.8722, -0.4488, -0.2788, -0.0635, -0.0842, -0.0966, -0.1077, -0.0476, -0.1178, -0.0539, -0.1186, -0.0977, -0.0451, -0.3411, -0.1580, 0.0644, 0.0555, 0.0848, 0.0534, 0.0795, 0.1040, 0.1082, 0.1003, 0.0944, 0.1011, 0.1043, 0.0871, 0.0977, 0.0916, 0.0760, -0.2866, -0.0535, -0.0362, -0.2609, -0.0555, -0.0397, 0.3918, -0.3659, -0.3794, -0.3721, 0.0552, 0.0735, 0.0515, 0.1158, 0.1086, 0.0817, -0.3465, 0.8694, -0.3310, -0.1885, -0.1870, -0.1918, -0.1921, -0.1634, -0.3239, -0.1710, -0.1971, -0.1950, -0.1947, -0.1817, -0.3258, -0.1994, -0.1779, -0.1916, -0.1843, -0.1717, 0.0914, 0.1149, 0.0992, 0.1180, 0.0848, 0.1191, 0.1099, 0.1138, 0.0889, 0.1250, 0.0932, 0.1245, 0.0822, 0.1279, 0.0851, 0.1185, 0.1099, 0.1162, 0.0835, 0.1148, 0.0868, 0.1247, 0.1052, 0.0923, 0.0871, 0.1041, 0.1104, 0.1130, 0.1065, 0.1148, 0.1096, 0.0952, 0.0927], "energy_ev": -147266.6983, "spin_multiplicity": 1, "orbital_gap_ev": 6.966, "total_charge": -1}



(4)
{"formula": "C4H5BrFN3OS2", "method": "the ωB97M-V functional and the def2-TZVPD basis", "species": ["C", "C", "C", "C", "N", "N", "N", "O", "F", "S", "S", "Br", "H", "H", "H", "H", "H"], "xyz": [[-2.398967, 0.180343, 3.700305], [-0.443431, -0.301911, 2.749148], [-0.267929, -0.445479, -0.210920], [0.765518, 0.358588, 0.582389], [-1.543182, 0.232974, 2.579655], [-1.984021, -0.500164, 4.711380], [-0.816486, -0.983766, 4.651559], [-0.408348, -0.135701, -1.581043], [-0.545010, -3.701870, 4.404562], [1.033411, -0.656403, 2.136465], [-0.076399, -2.232582, 5.256667], [-4.079229, 0.987185, 3.645366], [-1.310435, -0.353553, 0.075893], [-0.128403, -1.504247, -0.372756], [0.404966, 1.274626, 0.832920], [1.742171, 0.436897, -0.032642], [-0.736722, 0.694218, -1.784249]], "forces_ev_per_a": [[0.9, -1.0, 0.7], [-1.7, -1.1, 3.7], [-1.6, 0.0, -1.7], [1.9, -3.9, -1.9], [-0.2, 0.7, -0.4], [-4.0, 1.2, 0.4], [3.6, 0.6, -4.1], [2.1, -1.7, -1.2], [0.2, 1.7, 0.7], [1.0, 0.7, -1.2], [-0.3, -1.8, 0.0], [0.4, -0.1, 0.0], [0.2, 0.1, 1.6], [0.9, -0.4, 1.2], [-0.8, 2.7, 0.9], [-1.5, -0.2, 1.2], [-1.1, 2.6, -0.1]], "lowdin_charge": [-0.8256, -0.5458, -0.3397, -0.3459, 0.0486, -0.0569, -0.5161, -0.0553, -0.5196, 1.0055, 0.9333, 0.7744, 0.1097, 0.1188, 0.0383, 0.1292, 0.0470], "energy_ev": -105172.4451, "spin_multiplicity": 1, "orbital_gap_ev": 8.274}



For reference, energy relative to the best compared isomer or geometry (same formula, charge and spin) by record: 0.643, 0.453, 0.645, 1.917 eV.
For reference, max |F| by record: 4.074, 1.359, 0.620, 5.450 eV/Å.
For reference, LUMO level by record: -4.298, -7.438, 1.656, -0.463 eV.